This record from the Open Molecules 2025 dataset describes a cluster of 2 separate species, C5H11NO2 in total in a non-equilibrium geometry. The level of theory is ωB97M-V/def2-TZVPD.

Cartesian coordinates (Å):
O1 -0.928 -0.793 -1.098
O2 1.663 0.445 1.093
N1 1.527 2.804 -1.907
C1 -0.338 -0.749 0.194
C2 -1.291 -0.023 1.135
C3 0.695 2.507 -0.983
C4 1.088 0.010 0.099
C5 -0.028 -2.156 0.687
H1 -1.601 0.939 0.713
H2 -0.833 0.159 2.113
H3 0.542 -2.139 1.621
H4 0.605 3.108 -0.066
H5 1.641 -0.296 -0.805
H6 -1.558 -1.531 -1.146
H7 -2.199 -0.613 1.302
H8 -0.948 -2.724 0.862
H9 1.361 2.240 -2.747
H10 0.045 1.524 -1.013
H11 0.557 -2.711 -0.055

Cartesian forces (eV/Å) of the 3 atoms listed first:
0.251 -0.138 -0.394
-1.390 -0.294 -2.011
-1.427 0.362 0.631

Values from the calculation:
Energy relative to the best compared isomer or geometry (same formula, charge and spin) = 61.88 kcal per mole
HOMO-LUMO gap = 0.385 Eh
E_LUMO = 0.57 eV

Atom charges from the natural (NBO) analysis, given in e for atoms 1 to 6: O -0.7305; O -0.5245; N -0.5973; C 0.1520; C -0.6357; C -0.0395

This record from the Open Molecules 2025 dataset describes a structure of composition C33H30AgBN6O2S2. The level of theory is ωB97M-V/def2-TZVPD.

Cartesian coordinates (Å):
Ag1 -0.547 -0.382 0.278
S1 2.089 -0.294 -1.260
S2 -1.643 -2.399 -3.947
O1 1.605 0.363 2.119
O2 -1.249 1.230 -1.134
N1 -1.460 2.746 1.484
N2 1.012 1.563 -2.895
N3 -0.514 -3.709 -1.850
N4 0.964 -2.763 -3.142
N5 -0.548 1.869 1.577
N6 1.239 -0.369 -3.875
C1 0.731 0.511 -4.793
C2 -3.717 3.668 -1.923
C3 -3.680 6.214 1.426
C4 -1.995 2.216 -0.901
C5 -0.885 2.164 4.019
C6 -4.501 6.536 0.335
C7 -0.547 1.843 5.326
C8 -1.378 -2.856 5.111
C9 0.725 -4.025 -1.341
C10 1.230 0.446 4.501
C11 1.431 0.286 -2.719
C12 -2.550 -5.345 4.813
C13 -3.705 4.545 -0.788
C14 -0.180 1.646 2.946
C15 -2.880 4.206 0.307
C16 -2.192 -4.612 3.695
C17 -0.925 -1.859 1.740
C18 1.630 -3.436 -2.150
C19 -2.044 3.031 0.269
C20 -2.892 5.090 1.413
C21 -2.935 2.573 -1.968
C22 -1.597 -3.350 3.816
C23 0.587 1.720 -4.195
C24 0.504 0.974 5.562
C25 0.910 0.792 3.190
C26 -2.324 -4.843 6.088
C27 2.421 -0.781 2.277
C28 1.011 2.571 -1.861
C29 -0.369 -2.951 -2.973
C30 -1.736 -3.593 6.226
C31 -1.777 -4.081 -1.259
C32 -4.501 5.699 -0.755
C33 -1.220 -2.583 2.678
B1 1.638 -1.849 -4.202
H1 -5.122 5.919 -1.617
H2 -3.657 6.865 2.293
H3 0.765 0.690 6.576
H4 2.841 -1.987 -4.115
H5 2.775 -1.032 1.281
H6 -4.380 3.908 -2.750
H7 -2.498 -4.250 -2.058
H8 1.827 -1.612 2.671
H9 -3.010 -6.318 4.685
H10 0.456 0.178 -5.776
H11 -1.633 -4.994 -0.679
H12 -2.933 1.893 -2.812
H13 3.275 -0.572 2.932
H14 -5.118 7.427 0.351
H15 0.837 -4.586 -0.432
H16 1.233 -2.094 -5.314
H17 -1.555 -3.182 7.213
H18 2.698 -3.370 -2.070
H19 -2.138 -3.287 -0.603
H20 -1.124 2.248 6.149
H21 0.392 3.402 -2.199
H22 -2.605 -5.419 6.961
H23 0.592 2.150 -0.948
H24 2.027 2.916 -1.659
H25 -2.254 4.862 2.254
H26 -1.738 2.794 3.807
H27 2.042 -0.242 4.689
H28 -2.370 -5.002 2.702
H29 -0.922 -1.880 5.215
H30 0.164 2.643 -4.545

Cartesian forces (eV/Å) of the 3 atoms listed first:
0.161 -0.317 0.052
-0.070 0.023 0.139
-0.038 -0.003 -0.028

Values from the calculation:
Energy relative to the best compared isomer or geometry (same formula, charge and spin) = 3.79 kcal per mole
Charge = -2
HOMO-LUMO gap = 0.221 Eh
E_LUMO = 4.36 eV

Atom charges from the Löwdin analysis, given in e for atoms 1 to 6: Ag 0.6472; S 0.5914; S 0.4658; O -0.1422; O -0.1551; N 0.0526

This record from the Open Molecules 2025 dataset describes a structure of composition C27H30N3O2W in a non-equilibrium geometry. The level of theory is ωB97M-V/def2-TZVPD.

Cartesian coordinates (Å):
W1 0.133 -0.606 -0.220
O1 -3.414 1.527 -0.206
O2 3.538 1.742 0.008
N1 1.896 0.119 -0.214
N2 0.056 1.559 0.214
N3 -1.693 -0.015 -0.434
C1 3.866 -2.062 -2.431
C2 -4.417 -2.556 -0.196
C3 0.074 -4.586 1.658
C4 2.834 -1.237 -2.006
C5 -0.052 4.299 0.555
C6 -0.946 -4.708 -0.654
C7 -4.354 -2.829 1.157
C8 3.423 -1.207 1.762
C9 -2.253 1.263 -0.197
C10 -3.532 -1.647 -0.792
C11 -1.121 2.204 0.144
C12 3.651 -1.487 0.312
C13 -2.455 -1.361 1.404
C14 4.789 -2.565 -1.518
C15 -0.575 -3.787 0.528
C16 -2.540 -1.078 0.016
C17 -1.223 3.578 0.328
C18 0.339 -2.680 0.072
C19 -3.373 -2.248 1.958
C20 2.399 1.400 0.065
C21 2.771 -0.912 -0.631
C22 4.670 -2.304 -0.159
C23 1.831 -0.672 -2.982
C24 -3.658 -1.240 -2.218
C25 1.182 3.650 0.517
C26 -1.414 -0.674 2.244
C27 1.193 2.271 0.339
H1 -4.369 -0.413 -2.287
H2 -0.069 -5.203 -1.066
H3 3.972 -2.304 -3.479
H4 0.889 -5.201 1.283
H5 2.239 0.218 -3.470
H6 -2.705 -0.900 -2.636
H7 -1.622 -5.482 -0.302
H8 -0.342 -0.638 1.719
H9 0.825 -0.362 -2.489
H10 -3.341 -2.479 3.012
H11 -1.287 -1.210 3.189
H12 2.110 4.197 0.613
H13 3.968 -0.310 2.062
H14 2.342 -1.056 1.969
H15 -2.187 4.066 0.284
H16 -0.656 -5.255 2.110
H17 -1.452 -4.139 -1.436
H18 -5.166 -3.031 -0.813
H19 0.008 -2.269 -1.044
H20 -1.701 0.358 2.480
H21 5.596 -3.185 -1.879
H22 1.615 -1.403 -3.765
H23 1.358 -3.104 0.011
H24 5.377 -2.726 0.536
H25 -0.095 5.368 0.712
H26 -1.523 -3.376 0.897
H27 3.791 -2.024 2.377
H28 -4.057 -2.043 -2.833
H29 -5.071 -3.499 1.603
H30 0.462 -3.931 2.436

Cartesian forces (eV/Å) of the 3 atoms listed first:
0.182 0.765 0.400
0.536 -0.387 -0.080
-0.553 -0.546 0.031

Values from the calculation:
Charge = +3
HOMO-LUMO gap = 0.195 Eh
E_LUMO = -12.83 eV

Atom charges from the natural (NBO) analysis, given in e for atoms 1 to 6: W 1.6483; O -0.3859; O -0.3820; N -0.5812; N -0.4783; N -0.5870

This record from the Open Molecules 2025 dataset describes a cluster of 2 separate species, C5H15NO2 in total in a non-equilibrium geometry. The level of theory is ωB97M-V/def2-TZVPD.

Cartesian coordinates (Å):
O1 1.188 1.587 -2.310
O2 3.220 0.685 0.824
N1 -0.286 0.879 -0.602
C1 -0.654 -0.511 -0.331
C2 -1.470 -1.051 -1.540
C3 -0.525 -0.858 2.173
C4 0.997 1.371 -0.933
C5 -1.434 -0.607 0.972
H1 -2.546 -1.054 -1.412
H2 1.155 2.310 -0.396
H3 -2.090 0.248 1.110
H4 0.291 -1.056 -0.379
H5 0.490 2.112 -2.714
H6 -2.032 -1.506 0.894
H7 -1.199 -2.062 -1.813
H8 -1.246 -0.431 -2.401
H9 0.331 -0.180 2.269
H10 2.413 0.554 1.336
H11 -1.048 1.524 -0.460
H12 3.900 0.047 1.074
H13 1.726 0.613 -0.689
H14 -0.087 -1.862 2.219
H15 -1.093 -0.752 3.108

Cartesian forces (eV/Å) of the 3 atoms listed first:
0.598 -0.042 -1.173
0.345 0.147 -0.065
-0.658 -0.158 0.989

Values from the calculation:
Energy relative to the best compared isomer or geometry (same formula, charge and spin) = 31.91 kcal per mole
HOMO-LUMO gap = 0.339 Eh
E_LUMO = 0.76 eV

Atom charges from the natural (NBO) analysis, given in e for atoms 1 to 6: O -0.7430; O -0.9476; N -0.6750; C -0.0394; C -0.6238; C -0.6002

This record from the Open Molecules 2025 dataset describes the molecule C2H3F2PS in a non-equilibrium geometry. The level of theory is ωB97M-V/def2-TZVPD.

Cartesian coordinates (Å):
S1 3.427 0.712 -0.249
P1 1.697 -0.029 0.245
F1 -2.629 0.675 0.100
F2 1.759 -1.652 -0.194
C1 -1.378 -0.165 0.004
C2 0.020 0.514 -0.187
H1 -1.707 -0.960 -0.718
H2 0.059 1.571 0.095
H3 -1.247 -0.665 0.904

Cartesian forces (eV/Å) of the 3 atoms listed first:
-1.312 0.005 0.636
-1.370 -1.790 -2.592
3.329 -1.081 -0.056

Values from the calculation:
Energy relative to the best compared isomer or geometry (same formula, charge and spin) = 91.30 kcal per mole
HOMO-LUMO gap (spin up / spin down) = 0.267 / 0.269 Eh
E_LUMO (spin up / spin down) = -2.04 / -1.86 eV

Atom charges from the natural (NBO) analysis, given in e for atoms 1 to 6: S -0.4015; P 1.2536; F -0.3758; F -0.5712; C 0.0062; C -0.5599

What are the E values for these records? In order: -10946.58364; -74091.17230; -38846.26672; -11012.56267; -27679.63192 eV.